Entry 1:
Below is a structure of composition C26H51BHfN7O3PS2Si, with properties calculated with wB97M-V/def2-TZVPD.

The geometry in XYZ format:
```
93
Properties=species:S:1:pos:R:3:forces:R:3:lowdin_charge:R:1
Hf -0.475387 -0.051417 0.089833 -0.11 -0.35 0.02 1.2292
C -3.825025 2.197362 2.837319 0.02 -0.01 -0.01 -0.1317
C -3.108757 1.406319 1.762323 0.00 0.04 0.05 -0.7290
S -1.360446 1.719546 1.686979 0.03 -0.03 -0.04 0.5735
C -3.742789 0.556423 0.943605 -0.04 -0.01 -0.04 -0.7371
C -5.227769 0.315406 1.013366 0.02 0.00 -0.01 -0.1253
S -2.959748 -0.415601 -0.312320 0.04 0.01 0.00 0.6139
H -3.146030 2.914146 3.295175 0.00 0.00 0.00 0.0513
H -4.203734 1.546943 3.630329 0.01 0.00 0.00 0.0778
H -4.671663 2.754534 2.433251 0.00 0.00 0.00 0.0761
H -5.704998 0.884368 1.808231 0.00 0.00 0.00 0.0620
H -5.429506 -0.744849 1.179129 0.00 0.00 0.00 0.0725
H -5.699474 0.582920 0.064805 0.00 0.00 0.00 0.0758
C -1.728116 -1.058960 3.856243 0.01 0.00 -0.01 -0.0374
C -1.628019 -2.087105 2.770558 0.03 0.01 0.02 -0.3105
C -2.167257 -3.344449 2.973288 0.02 -0.04 -0.01 -0.0427
C -2.059004 -4.295229 1.966261 -0.01 0.02 0.02 -0.0483
C -1.441934 -3.979703 0.778384 0.01 -0.01 0.00 -0.0317
C -0.924922 -2.687015 0.613798 0.08 0.00 0.04 -0.4949
N -0.997725 -1.782758 1.625749 -0.08 0.03 -0.04 -0.0023
N -0.354824 -2.147730 -0.508016 -0.05 -0.03 0.08 -0.2075
Si -0.128456 -3.138042 -1.947372 -0.02 0.02 -0.01 0.4019
C 0.917380 -4.638757 -1.523747 0.00 -0.02 -0.01 -0.1614
C 0.787291 -2.268706 -3.317813 0.02 0.00 0.00 -0.1634
C -1.804281 -3.608259 -2.645423 0.01 0.01 0.02 -0.1628
H -1.062125 -1.324007 4.680653 0.00 0.00 0.00 0.0818
H -2.742959 -1.036766 4.254391 0.00 0.00 0.00 0.0899
H -1.470775 -0.070433 3.488882 0.01 0.00 0.00 0.0046
H -2.661086 -3.568851 3.908280 0.00 0.00 0.00 0.1114
H -2.474497 -5.285318 2.108434 0.00 0.00 0.00 0.1122
H -1.380081 -4.701876 -0.018891 -0.02 0.01 0.00 0.0771
H 1.809067 -4.321744 -0.975850 0.00 0.00 -0.01 0.0286
H 1.257061 -5.106436 -2.451333 0.00 -0.01 0.01 0.0348
H 0.417619 -5.404242 -0.930853 0.01 0.01 -0.01 0.0192
H 1.824394 -2.039907 -3.074433 -0.01 0.00 0.00 0.0211
H 0.307766 -1.358256 -3.674355 -0.02 0.00 0.01 0.0148
H 0.796130 -2.970363 -4.157975 0.00 0.01 -0.01 0.0440
H -2.440228 -4.149047 -1.945006 -0.01 -0.01 0.01 0.0223
H -1.690844 -4.220834 -3.543287 0.01 0.00 0.00 0.0343
H -2.342971 -2.699345 -2.928437 0.01 0.00 0.00 0.0270
C 0.272935 2.785492 -1.504075 0.01 0.01 0.02 -0.1869
N -0.794988 1.730059 -1.599255 0.03 0.06 -0.07 -0.1862
C -2.108366 2.470772 -1.503892 0.02 0.04 0.02 -0.2175
N -2.245258 3.486836 -2.529653 0.00 0.00 0.00 -0.0820
C -1.152481 4.447752 -2.405139 0.00 -0.01 0.00 -0.1649
N 0.148342 3.793734 -2.538761 -0.01 0.01 0.01 -0.0771
C 0.208136 3.136171 -3.847383 0.00 0.00 0.01 -0.1498
N -0.873621 2.160263 -4.013302 0.00 -0.01 0.02 -0.0774
C -0.736885 1.150311 -2.981151 -0.06 0.06 -0.01 -0.1866
C -2.153581 2.847535 -3.840744 0.00 0.00 0.00 -0.1629
H 1.247061 2.310261 -1.580869 -0.01 0.02 -0.01 0.1025
H 0.171293 3.248793 -0.520604 0.00 0.00 -0.01 0.1043
H -2.152102 2.924364 -0.514993 -0.01 0.00 -0.02 0.0838
H -2.906500 1.740503 -1.598678 -0.01 -0.01 -0.01 0.0654
H -1.211016 4.930571 -1.427834 0.00 0.00 0.00 0.1304
H -1.251649 5.207962 -3.181760 0.00 0.00 0.00 0.1266
H 1.168418 2.626531 -3.948137 0.00 0.00 0.00 0.1339
H 0.125067 3.892766 -4.628698 0.00 0.00 0.00 0.1276
H 0.220965 0.654730 -3.102573 0.04 -0.02 -0.01 0.0893
H -1.547347 0.420223 -3.066174 0.00 0.00 0.00 0.1225
H -2.963565 2.122933 -3.942166 0.00 0.00 0.00 0.1309
H -2.257239 3.606013 -4.618318 0.00 0.00 0.00 0.1268
B 3.754996 0.251306 -2.447196 0.02 0.04 0.01 -0.3946
C 2.409378 0.077025 -1.675555 0.01 -0.10 -0.01 -0.2076
N 1.394519 -0.041895 -1.130199 0.00 0.11 0.05 0.0115
H 4.545967 -0.531560 -1.969050 -0.01 0.01 0.00 0.0165
H 4.091457 1.406850 -2.287823 -0.01 -0.02 0.00 0.0127
H 3.507201 0.006152 -3.608315 0.00 0.01 0.02 0.0201
C 3.335644 -2.583235 2.302341 0.01 -0.01 -0.01 -0.0659
C 3.198186 -1.710978 1.076233 0.02 0.05 0.01 -0.2825
O 3.184897 -0.310294 1.445244 0.02 -0.06 -0.05 -0.2683
P 1.793334 0.385638 1.791491 -0.09 0.11 -0.19 0.7159
O 2.120654 0.791754 3.304182 -0.06 -0.18 0.16 -0.2596
C 1.120918 1.040958 4.315308 0.05 0.12 -0.04 -0.2838
C 1.819191 1.662319 5.499781 0.00 0.00 0.00 -0.0651
O 1.790631 1.791267 1.023958 0.07 0.13 0.07 -0.3741
C 2.598015 2.952191 1.329307 0.05 -0.02 -0.02 -0.2352
C 4.058853 2.718649 1.018601 0.01 0.01 0.01 -0.0552
H 3.400337 -3.630947 2.004031 0.00 0.00 0.00 0.0803
H 2.469454 -2.471960 2.958168 -0.01 0.00 0.00 0.0732
H 4.232360 -2.324162 2.864581 0.00 0.00 0.00 0.0824
H 2.286678 -1.950782 0.523447 -0.03 0.01 -0.02 0.0745
H 4.042018 -1.816459 0.397664 0.01 0.00 -0.01 0.1195
H 0.663577 0.090320 4.584168 0.00 -0.01 0.00 0.0938
H 0.347984 1.697342 3.913529 -0.02 -0.01 0.00 0.0724
H 2.602465 1.003616 5.874272 0.00 0.00 0.00 0.0811
H 1.099762 1.839083 6.300177 0.00 0.00 0.00 0.0819
H 2.269695 2.616216 5.225128 0.00 0.00 0.00 0.0769
H 2.441126 3.213755 2.376965 0.00 -0.01 0.00 0.1120
H 2.183259 3.746229 0.709475 -0.01 0.00 0.00 0.1142
H 4.485787 1.963443 1.677427 -0.01 0.00 0.00 0.0756
H 4.607415 3.651696 1.158830 0.00 0.00 -0.01 0.0841
H 4.186804 2.388331 -0.012678 -0.01 0.00 0.00 0.0696
```
Positions in Å, forces in eV/Å.

gap between HOMO and LUMO: 7.360 eV
2S+1: 1
electronic energy: -3130.6798 hartree

Entry 2:
Below is a cluster of 2 separate species, C8H15N3 in total, with properties calculated with wB97M-V/def2-TZVPD.

The geometry in XYZ format:
```
26
Properties=species:S:1:pos:R:3:forces:R:3:lowdin_charge:R:1
C 0.062102 1.098296 -0.377001 -0.18 -0.05 2.66 0.1040
C -0.082474 0.826691 0.801094 0.40 0.62 -1.73 -0.1233
C -0.233441 0.527523 2.232935 -0.32 -0.37 0.08 -0.2184
N 0.536111 1.347245 3.158511 0.05 0.00 0.17 -0.1257
C 1.858935 1.784109 2.755666 0.34 -0.07 0.07 -0.1512
C 0.734680 2.746647 2.836247 -0.23 0.48 0.13 -0.1518
H 0.167055 1.342144 -1.395536 0.03 0.17 -0.34 0.0347
H -1.297007 0.626392 2.514230 0.37 -0.04 -0.14 0.1266
H 0.046361 -0.525152 2.415770 -0.10 0.35 -0.10 0.1239
H 2.620271 1.752053 3.535744 -0.21 0.01 -0.19 0.1000
H 2.200353 1.520585 1.757318 -0.05 0.02 0.08 0.0973
H 0.648541 3.439926 3.682785 0.05 -0.32 -0.39 0.1030
H 0.333237 3.107076 1.886488 0.11 -0.07 0.22 0.0990
N 0.726491 -2.752763 -2.127861 -0.16 -0.29 -0.66 0.0319
C 0.075151 -1.515043 -1.780662 0.17 -0.09 0.05 -0.3987
C -1.212642 -1.612604 -0.946866 -0.01 -0.42 0.20 -0.1742
N -1.739217 -0.454230 -1.688586 -0.62 -0.31 -0.35 -0.0655
C -0.793826 -0.712088 -2.785883 0.18 -0.01 -0.43 -0.1826
H 0.103453 -3.339919 -2.697565 0.41 0.29 0.31 0.0732
H 1.563517 -2.567542 -2.682272 -0.27 -0.16 0.19 0.0723
H 0.820727 -0.876708 -1.294930 -0.29 -0.18 -0.11 0.1093
H -1.736327 -2.568126 -1.161900 0.16 0.36 0.04 0.1158
H -1.136133 -1.487311 0.140069 -0.02 0.03 -0.21 0.0908
H -2.723069 -0.515078 -1.938409 0.20 0.05 0.05 0.1037
H -0.363905 0.191230 -3.255806 -0.14 -0.29 0.11 0.0953
H -1.178945 -1.383352 -3.583578 0.12 0.28 0.29 0.1110
```
Positions in Å, forces in eV/Å.

gap between HOMO and LUMO: 9.800 eV
2S+1: 1
electronic energy: -477.9228 hartree